# 1
# C5H7NS

A single C5H7NS molecule (ωB97M-V with the def2-TZVPD basis set, the OMol25 dataset).

The value obtained for the LUMO energy is 0.233 eV. As for the net charge: 0. Its spin multiplicity is 1. The value obtained for the HOMO energy is -8.4 eV. As for the energy above the lowest of the compared OMol25 structures with the same formula, charge and spin: 39.3 kcal per mole.

The geometry in XYZ format:
```
14
Properties=species:S:1:pos:R:3:nbo_charge:R:1
C 1.74 1.74 -0.10 -0.3574
C 1.17 0.81 0.60 -0.2316
C 1.01 -0.58 0.13 0.1170
C 2.06 -1.17 -0.48 -0.4264
N -0.17 -1.25 0.34 -0.5812
C -1.46 -0.83 0.17 -0.0780
S -2.09 0.62 -0.28 -0.0973
H 1.77 2.75 0.41 0.2071
H 2.02 1.65 -1.18 0.2112
H 0.83 1.06 1.64 0.2182
H 3.02 -0.63 -0.60 0.2152
H 2.06 -2.14 -1.06 0.2049
H -0.03 -2.24 0.41 0.4029
H -2.18 -1.55 0.56 0.1954
```

---

# 2
# C4H10N3

A molecular structure, C4H10N3 (ωB97M-V with the def2-TZVPD basis set, the OMol25 dataset).

The value obtained for the LUMO energy is -3.133 eV. As for the net charge: +1. Its spin multiplicity is 1. The value obtained for the HOMO energy is -14.3 eV. As for the energy above the lowest of the compared OMol25 structures with the same formula, charge and spin: 81.3 kcal per mole.

The geometry in XYZ format:
```
17
Properties=species:S:1:pos:R:3:nbo_charge:R:1
C 1.00 -1.69 0.02 0.2901
C 0.90 0.52 0.47 0.2462
C 1.39 1.61 -0.38 -0.6838
C -1.99 -0.14 0.46 -0.4817
N 1.58 -0.68 0.55 -0.4404
N -0.18 -1.42 -0.62 -0.4505
N -0.72 -0.12 -0.28 -0.3188
H 1.43 -2.63 0.18 0.2461
H 0.77 0.89 1.46 0.2233
H 1.57 1.23 -1.46 0.2308
H 2.33 1.70 -0.05 0.2687
H 0.88 2.62 -0.47 0.2651
H -1.87 -0.26 1.57 0.2437
H -2.43 0.89 0.36 0.2462
H -2.87 -0.85 0.23 0.2579
H -0.90 -2.11 -0.82 0.4221
H -0.88 0.45 -1.22 0.4349
```

---

# 3
# C5H17N2O

2 unconnected molecules or ions with the total composition C5H17N2O (ωB97M-V with the def2-TZVPD basis set, the OMol25 dataset).

The value obtained for the LUMO energy is -3.099 eV. As for the net charge: +1. Its spin multiplicity is 1. The value obtained for the HOMO energy is -13.2 eV. As for the energy above the lowest of the compared OMol25 structures with the same formula, charge and spin: 33.4 kcal per mole.

The geometry in XYZ format:
```
25
Properties=species:S:1:pos:R:3:nbo_charge:R:1
N -0.34 1.55 0.20 -0.6825
C -0.17 0.20 -0.45 -0.0701
C 0.63 -0.88 0.23 -0.4618
C 2.14 -0.84 0.13 -0.4356
C 2.85 -0.45 -1.16 -0.6371
C -1.63 -0.32 -0.69 -0.2162
N -2.18 0.42 -1.84 -0.8838
H 0.59 1.97 0.30 0.4461
H -0.98 2.13 -0.34 0.4486
H -0.78 1.43 1.12 0.4594
H 0.23 0.32 -1.45 0.2379
H 0.30 -1.90 -0.01 0.2476
H 0.35 -0.93 1.30 0.2544
H 2.74 -1.65 0.56 0.2489
H 2.53 -0.14 0.90 0.1966
H 3.12 -1.21 -1.90 0.2322
H 3.65 0.28 -1.09 0.2314
H 2.19 0.07 -1.89 0.1906
H -1.70 -1.38 -0.84 0.2255
H -2.27 0.04 0.12 0.1848
H -2.30 -0.10 -2.70 0.3938
H -2.99 0.99 -1.63 0.3773
H -1.79 -0.26 3.31 0.4945
H -0.41 0.22 3.72 0.4948
O -0.95 0.02 2.92 -0.9773
```

---

# 4
# C6H9N2

A gas-phase ion, C6H9N2 (charge +1) (ωB97M-V with the def2-TZVPD basis set, the OMol25 dataset).

The value obtained for the LUMO energy (alpha / beta) is -6.111 / -6.111 eV. As for the net charge: +1. Its spin multiplicity is 1. The value obtained for the HOMO energy (alpha / beta) is -14.0 / -14.0 eV. As for the energy above the lowest of the compared OMol25 structures with the same formula, charge and spin: 149.9 kcal per mole.

The geometry in XYZ format:
```
17
Properties=species:S:1:pos:R:3:nbo_charge:R:1
C -1.65 0.74 -0.04 -0.6559
C -0.41 0.01 0.48 -0.1212
C -0.21 -1.47 0.31 -0.3997
C 0.73 -0.55 -0.37 0.1814
N 1.87 -0.12 0.32 -0.3985
C 2.19 1.10 -0.20 0.1204
C 1.33 1.49 -1.39 0.1097
N 0.79 0.25 -1.60 -0.4798
H -2.32 0.60 0.78 0.2540
H -2.08 0.13 -0.78 0.2135
H -1.77 1.77 -0.48 0.2696
H -0.04 0.37 1.39 0.2145
H -1.21 -1.89 -0.10 0.2920
H 0.19 -1.91 1.16 0.2449
H 2.19 -0.72 1.04 0.4594
H 3.04 1.57 0.28 0.2474
H -0.02 0.18 -2.28 0.4484
```

---

# 5
# C23H22FN3O

A single C23H22FN3O molecule (ωB97M-V with the def2-TZVPD basis set, the OMol25 dataset).

The value obtained for the LUMO energy is 0.646 eV. As for the net charge: 0. Its spin multiplicity is 1. The value obtained for the HOMO energy is -7.8 eV. As for the energy above the lowest of the compared OMol25 structures with the same formula, charge and spin: 0.0 kcal per mole.

The geometry in XYZ format:
```
50
Properties=species:S:1:pos:R:3:nbo_charge:R:1
O -0.89 -3.62 0.66 -0.6022
C -0.38 -2.59 0.26 0.6747
N -1.06 -1.43 0.02 -0.6212
C -2.43 -1.22 -0.04 0.1195
C -3.36 -2.25 -0.10 -0.2229
C -4.71 -1.96 -0.27 -0.2011
C -5.13 -0.65 -0.38 -0.2282
C -4.21 0.39 -0.29 -0.2467
C -2.87 0.11 -0.11 0.1916
N -1.87 1.11 0.03 -0.4946
C -1.97 2.30 -0.79 -0.2349
C -0.54 2.87 -0.94 -0.2057
N 0.23 2.61 0.26 -0.4526
C 1.43 1.94 0.20 0.2498
C 1.84 1.06 1.21 -0.2827
C 3.09 0.47 1.18 -0.2553
C 3.94 0.75 0.13 0.3635
F 5.18 0.19 0.11 -0.3346
C 3.57 1.60 -0.89 -0.2651
C 2.32 2.19 -0.85 -0.2645
C -0.59 2.61 1.44 -0.2281
C -1.60 1.45 1.42 -0.2276
C 1.09 -2.49 -0.03 -0.1699
C 1.57 -1.75 -1.11 -0.1394
C 2.92 -1.77 -1.41 -0.2291
C 3.80 -2.49 -0.62 -0.1937
C 3.33 -3.22 0.46 -0.2176
C 1.97 -3.23 0.75 -0.1633
H -0.53 -0.59 -0.16 0.4264
H -3.03 -3.27 -0.03 0.2514
H -5.42 -2.76 -0.32 0.2152
H -6.18 -0.42 -0.52 0.2127
H -4.54 1.41 -0.36 0.2112
H -2.64 3.06 -0.35 0.1676
H -2.37 2.03 -1.77 0.2221
H -0.06 2.38 -1.79 0.2074
H -0.59 3.95 -1.14 0.1875
H 1.18 0.81 2.03 0.2130
H 3.40 -0.21 1.96 0.2331
H 4.25 1.81 -1.70 0.2279
H 2.04 2.88 -1.63 0.2140
H 0.04 2.57 2.33 0.2223
H -1.13 3.56 1.46 0.1969
H -2.52 1.74 1.95 0.1805
H -1.20 0.56 1.92 0.2029
H 0.89 -1.20 -1.74 0.2063
H 3.28 -1.21 -2.26 0.2169
H 4.85 -2.49 -0.85 0.2203
H 4.01 -3.79 1.07 0.2162
H 1.58 -3.81 1.57 0.2301
```

---

# 6
# C27H57Be2F3N4O7S2

A molecular structure, C27H57Be2F3N4O7S2 (ωB97M-V with the def2-TZVPD basis set, the OMol25 dataset).

The value obtained for the LUMO energy is -8.374 eV. As for the net charge: +2. Its spin multiplicity is 1. The value obtained for the HOMO energy is -14.8 eV.

The geometry in XYZ format:
```
102
Properties=species:S:1:pos:R:3:mulliken_charge:R:1
Be -1.22 -1.63 1.44 0.1541
Be 1.33 0.10 0.56 -0.0595
F -0.53 -0.29 0.17 1.2970
N 1.17 1.05 1.97 0.4828
S -0.34 1.51 2.70 0.7443
O -1.22 2.54 2.08 -0.4463
O -0.30 1.41 4.18 -0.5227
F -0.96 0.07 2.30 -0.7224
S 1.83 2.17 2.71 0.8827
O 2.55 1.61 3.85 -0.7141
O 1.33 3.52 2.80 -0.5334
F 3.02 2.37 1.69 -0.1696
C -2.96 0.24 4.31 -0.7702
C -4.14 -0.04 3.32 1.0255
C -4.88 1.39 2.92 -1.2723
C -5.49 1.53 1.51 -0.7481
C -4.52 0.95 0.52 -1.2065
C -4.14 -0.53 0.66 2.1251
N -3.55 -0.67 2.10 1.2471
O -2.84 -1.85 2.35 -0.5160
C -5.32 -1.42 0.40 -1.6655
C -3.05 -0.88 -0.29 -1.4779
C -5.08 -1.08 3.92 -1.6272
H -2.01 0.41 3.80 -0.6341
H -2.82 -0.67 4.89 0.4946
H -3.19 0.97 5.09 0.3614
H -5.58 1.62 3.72 0.4409
H -4.08 2.12 3.05 0.4222
H -5.66 2.60 1.44 0.4804
H -6.45 1.02 1.52 0.3302
H -3.63 1.57 0.56 -0.0168
H -4.88 1.22 -0.47 0.5585
H -5.43 -1.75 -0.63 0.4249
H -5.22 -2.34 0.98 0.3404
H -6.32 -1.01 0.54 0.3309
H -3.06 -0.67 -1.36 0.9382
H -2.11 -0.39 -0.02 -1.0097
H -2.76 -1.93 -0.24 0.6457
H -6.07 -1.20 3.48 0.3597
H -5.37 -0.88 4.95 0.4533
H -4.60 -2.06 3.96 0.5067
H -3.62 -2.30 2.69 0.3185
C -0.24 2.30 -0.30 -0.4234
C 1.02 2.58 -1.06 1.5317
C 1.56 3.86 -0.49 -1.2153
C 2.94 4.27 -1.12 -0.8888
C 3.93 3.18 -0.64 -1.1806
C 3.51 1.77 -1.11 0.7479
N 2.07 1.47 -0.93 0.3162
O 1.73 0.30 -1.55 0.8442
C 3.88 1.62 -2.56 -1.4609
C 4.28 0.79 -0.13 -2.2104
C 0.69 2.68 -2.54 -1.5164
H -0.90 1.61 -0.81 -0.2815
H -0.76 3.23 -0.10 1.0698
H -0.02 1.94 0.70 -1.5193
H 0.94 4.65 -0.91 0.5679
H 1.44 3.93 0.59 0.3092
H 3.14 5.25 -0.68 0.5590
H 2.95 4.43 -2.19 0.3868
H 4.02 3.32 0.43 0.3144
H 4.89 3.45 -1.07 0.5967
H 3.54 0.73 -3.09 0.1362
H 3.48 2.44 -3.16 0.3075
H 4.94 1.69 -2.82 0.4453
H 4.10 -0.25 -0.40 0.4096
H 5.34 0.79 -0.37 0.8510
H 4.20 0.91 0.95 0.2894
H 1.53 2.58 -3.22 0.1590
H 0.24 3.63 -2.85 0.4423
H -0.19 2.07 -2.73 0.3184
H 1.62 0.52 -2.48 0.3995
C 2.82 -4.15 -0.59 -1.1972
C 2.74 -2.60 -0.79 1.4884
C 3.50 -2.27 -2.12 -1.0589
C 2.75 -2.83 -3.33 -1.0034
C 1.33 -2.30 -3.41 -1.0390
C 0.51 -2.35 -2.19 1.0968
N 1.38 -2.04 -0.97 1.4056
O 0.79 -2.16 0.28 -0.6026
C -0.48 -1.28 -2.25 -0.6890
C -0.31 -3.74 -2.08 -1.6354
C 3.65 -2.06 0.30 -2.4762
H 1.84 -4.57 -0.34 0.2347
H 3.46 -4.42 0.24 0.4621
H 3.18 -4.62 -1.51 0.2737
H 3.69 -1.20 -2.21 -0.0887
H 4.47 -2.77 -2.19 0.5160
H 2.72 -3.92 -3.41 0.4166
H 3.25 -2.64 -4.28 0.5332
H 0.95 -2.83 -4.28 0.5274
H 1.52 -1.23 -3.55 0.1856
H -1.39 -1.62 -1.75 0.0886
H -0.12 -0.36 -1.77 -0.4839
H -0.74 -1.18 -3.30 0.4695
H -1.02 -3.62 -1.26 0.3483
H -0.99 -3.78 -2.93 0.4375
H 0.29 -4.66 -2.10 0.3910
H 3.78 -0.97 0.31 0.1360
H 4.64 -2.50 0.28 0.6835
H 3.21 -2.38 1.25 0.5142
H 0.85 -3.11 0.45 0.5075
```

---

# 7
# CH6NO2

2 unconnected molecules or ions with the total composition CH6NO2 (ωB97M-V with the def2-TZVPD basis set, the OMol25 dataset).

The value obtained for the LUMO energy is 4.823 eV. As for the net charge: -1. Its spin multiplicity is 1. The value obtained for the HOMO energy is -3.1 eV. As for the energy above the lowest of the compared OMol25 structures with the same formula, charge and spin: 3.1 kcal per mole.

The geometry in XYZ format:
```
10
Properties=species:S:1:pos:R:3:nbo_charge:R:1
N -2.22 -0.05 0.29 -0.9101
C -0.79 -0.56 0.18 0.1361
O 0.09 0.44 0.00 -0.9589
H -2.11 0.91 -0.03 0.3479
H -2.39 0.07 1.28 0.3185
H -0.83 -1.29 -0.65 0.0736
H -0.62 -1.13 1.12 0.0586
H 1.62 0.18 -0.56 0.5189
H 2.87 0.52 0.24 0.4440
O 2.62 0.13 -0.60 -1.0287
```

---

# 8
# CH4N2O

A single CH4N2O molecule (ωB97M-V with the def2-TZVPD basis set, the OMol25 dataset).

The value obtained for the LUMO energy is 0.919 eV. As for the net charge: 0. Its spin multiplicity is 1. The value obtained for the HOMO energy is -9.3 eV. As for the energy above the lowest of the compared OMol25 structures with the same formula, charge and spin: 82.6 kcal per mole.

The geometry in XYZ format:
```
8
Properties=species:S:1:pos:R:3:nbo_charge:R:1
H 0.89 -1.11 -2.15 0.3539
N 0.11 -1.06 -1.49 -0.6872
C 0.33 -0.23 -0.50 0.2401
N -0.63 0.02 0.54 -0.3433
O -0.33 1.09 1.31 -0.5589
H 1.07 0.42 -0.04 0.1591
H -1.59 0.17 0.24 0.3666
H 0.15 0.71 2.08 0.4696
```

---

Number 1: strongest force on any atom 2.84 eV Å⁻¹, molar mass 113.185 g mol⁻¹. Number 2: strongest force on any atom 5.47 eV Å⁻¹, molar mass 100.145 g mol⁻¹. Number 3: strongest force on any atom 3.27 eV Å⁻¹, molar mass 121.204 g mol⁻¹. Number 4: strongest force on any atom 4.22 eV Å⁻¹, molar mass 109.152 g mol⁻¹. Number 5: strongest force on any atom 0.45 eV Å⁻¹, molar mass 375.447 g mol⁻¹. Number 6: strongest force on any atom 13.51 eV Å⁻¹, molar mass 688.926 g mol⁻¹. Number 7: strongest force on any atom 0.48 eV Å⁻¹, molar mass 64.064 g mol⁻¹. Number 8: strongest force on any atom 3.40 eV Å⁻¹, molar mass 60.056 g mol⁻¹.